Record 1
The molecule C20H23NO5, computed with wB97M-V/def2-TZVPD.

Results
Net charge: 0
Structure (SMILES): COc1ccc(CC(=O)OCC(=O)NCCc2ccccc2)cc1OC
Strongest force on any atom (eV Å⁻¹): 0.684
Electronic energy (eV): -32840.87934

Positions of all 49 atoms, in Å:
1 C -5.0389 -2.9035 -0.6093
2 O -5.3749 -1.5343 -0.6498
3 C -4.4636 -0.5709 -0.3391
4 C -4.8660 0.7199 -0.6676
5 C -4.0676 1.8197 -0.4243
6 C -2.8339 1.6549 0.1805
7 C -1.9415 2.8373 0.4638
8 C -0.4857 2.5082 0.2423
9 O 0.4092 2.8039 1.0000
10 O -0.3047 1.8410 -0.8940
11 C 1.0020 1.3640 -1.2005
12 C 1.3186 0.0637 -0.4384
13 O 1.3196 -1.0184 -0.9845
14 N 1.5404 0.2501 0.8740
15 C 2.0252 -0.8044 1.7325
16 C 3.5205 -0.6141 2.0367
17 C 4.2902 -0.5714 0.7470
18 C 4.6688 -1.7474 0.1134
19 C 5.3084 -1.7117 -1.1118
20 C 5.5733 -0.4977 -1.7222
21 C 5.2004 0.6796 -1.0984
22 C 4.5619 0.6416 0.1286
23 C -2.4298 0.3736 0.5343
24 C -3.2090 -0.7464 0.2771
25 O -2.8136 -2.0152 0.6112
26 C -1.4747 -2.2323 0.9898
27 H -5.9130 -3.4199 -1.0065
28 H -4.8450 -3.2445 0.4093
29 H -4.1716 -3.1242 -1.2353
30 H -5.8302 0.8305 -1.1377
31 H -4.4096 2.8027 -0.7098
32 H -2.2114 3.6640 -0.1970
33 H -2.0532 3.1784 1.4967
34 H 1.7487 2.1286 -0.9599
35 H 0.9968 1.1520 -2.2699
36 H 1.5495 1.1952 1.2396
37 H 1.4482 -0.8096 2.6621
38 H 1.8699 -1.7458 1.2008
39 H 3.8571 -1.4438 2.6597
40 H 3.6585 0.3167 2.5908
41 H 4.4570 -2.6972 0.5832
42 H 5.5963 -2.6336 -1.5950
43 H 6.0681 -0.4694 -2.6817
44 H 5.4048 1.6305 -1.5691
45 H 4.2760 1.5654 0.6132
46 H -1.4760 0.2476 1.0227
47 H -1.2483 -1.7725 1.9577
48 H -1.3740 -3.3132 1.0793
49 H -0.7753 -1.8663 0.2328

=====

Record 2
The molecule C4H7NO, computed with wB97M-V/def2-TZVPD.

Results
Net charge: 0
Structure (SMILES): C[C@H]1CN1C=O
Strongest force on any atom (eV Å⁻¹): 0.637
Electronic energy (eV): -7797.87241

Positions of all 13 atoms, in Å:
1 C 1.6443 -0.5362 -0.5536
2 C 0.1860 -0.1555 -0.4953
3 C -0.7546 -0.8585 0.4055
4 N -0.2464 0.4813 0.7417
5 C -1.2253 1.4902 0.6428
6 O -1.6316 1.9746 -0.3865
7 H 2.2631 0.3481 -0.7340
8 H 1.8262 -1.2480 -1.3670
9 H 1.9649 -0.9871 0.3916
10 H -0.2384 0.2586 -1.4083
11 H -1.7936 -0.9090 0.0855
12 H -0.4118 -1.6730 1.0383
13 H -1.5827 1.8145 1.6394

=====

Record 3
A cluster of 17 separate species, H34O17 in total, computed with wB97M-V/def2-TZVPD.

Results
Net charge: 0
Strongest force on any atom (eV Å⁻¹): 0.919
Electronic energy (eV): -35360.33992

Positions of all 51 atoms, in Å:
1 O -13.6556 6.2509 -22.6418
2 H -14.2969 6.8512 -22.2616
3 H -12.9077 6.2897 -22.0457
4 O -16.8365 3.1035 -23.7585
5 H -17.6282 3.4785 -23.3725
6 H -17.0774 2.9164 -24.6658
7 O -18.0374 9.7704 -22.3076
8 H -17.5733 10.0656 -23.0910
9 H -17.6961 8.8913 -22.1434
10 O -17.7564 5.2834 -20.6615
11 H -17.9604 4.3504 -20.5963
12 H -17.1094 5.3389 -21.3647
13 O -9.2213 3.2587 -19.4875
14 H -8.9124 2.4635 -19.0533
15 H -10.0819 3.4236 -19.1022
16 O -17.4799 6.7303 -24.2621
17 H -16.9083 7.4477 -24.5359
18 H -17.9475 6.4787 -25.0585
19 O -14.1987 8.3713 -26.1569
20 H -14.0704 7.4402 -26.3379
21 H -13.5714 8.8154 -26.7274
22 O -14.5227 4.7254 -18.1652
23 H -15.3536 5.1873 -18.0535
24 H -14.7256 4.0085 -18.7662
25 O -15.7598 9.8182 -24.4198
26 H -15.1702 9.2738 -24.9415
27 H -15.1866 10.4614 -24.0027
28 O -9.2383 3.9984 -25.4134
29 H -9.4701 3.9867 -24.4847
30 H -8.2983 4.1786 -25.4239
31 O -11.1659 7.0069 -21.4189
32 H -10.6945 7.0840 -20.5894
33 H -10.5316 7.2802 -22.0816
34 O -14.3156 5.6428 -25.7021
35 H -14.0442 5.7157 -24.7871
36 H -14.2535 4.7077 -25.8971
37 O -16.4325 6.3986 -27.4788
38 H -15.9523 5.8931 -26.8230
39 H -16.1087 6.0717 -28.3181
40 O -14.0849 3.0394 -24.2264
41 H -14.9854 3.2234 -23.9590
42 H -13.5462 3.5572 -23.6282
43 O -9.4158 7.4740 -19.4023
44 H -9.0296 8.3147 -19.1569
45 H -9.5515 7.0203 -18.5705
46 O -12.2954 9.6543 -20.2487
47 H -12.1079 8.8481 -20.7294
48 H -11.7950 10.3291 -20.7075
49 O -16.1518 8.0367 -20.8099
50 H -15.5637 8.4284 -20.1642
51 H -16.5292 7.2794 -20.3624

=====

Record 4
A cluster of 2 separate species, C6H10O in total at a distorted geometry, computed with wB97M-V/def2-TZVPD.

Results
Net charge: 0
Structure (SMILES): C#C[C@H](C)O.C=C
Strongest force on any atom (eV Å⁻¹): 3.009
Electronic energy (eV): -8427.90738

Positions of all 17 atoms, in Å:
1 C 1.0366 -1.5099 -1.7957
2 C 0.5395 -1.2486 -0.7361
3 C 0.0294 -1.5886 0.7190
4 C -0.6233 -0.3860 1.3510
5 O 1.0951 -2.1043 1.4689
6 H 1.4284 -1.5847 -2.7742
7 H -0.6774 -2.4150 0.5934
8 H 0.0226 0.5169 1.1799
9 H -1.5425 -0.1287 0.8428
10 H -0.7964 -0.5303 2.4141
11 H 1.7555 -1.4139 1.5939
12 C 0.2135 1.8568 -0.6041
13 C -0.9647 2.2961 -1.0061
14 H 0.8736 2.4777 -0.0141
15 H 0.5887 0.8146 -0.9064
16 H -1.3734 3.2454 -0.6842
17 H -1.6050 1.7026 -1.6422

=====

Ordered energy above the lowest of the compared OMol25 structures with the same formula, charge and spin results: 131.53; 170.97; 161.27; 321.58; unit kJ/mol.